The following is a DFT calculation (wB97M-V/def2-TZVPD) of the molecule C21H15BrFN3O in a non-equilibrium geometry.

Last column: natural (NBO) charge in e.
Positions of all 42 atoms, in Å:
Br1 -1.46228 -7.86834 2.43400  0.03
F1 1.85715 5.14085 -0.97670  -0.32
O1 -1.01390 2.06574 1.42531  -0.48
N1 0.45565 3.02230 -2.26751  -0.52
N2 0.94833 -1.14940 -3.76988  -0.15
N3 1.10488 -0.00221 -4.26701  -0.19
C1 1.30438 4.69646 0.19336  0.43
C2 -1.11205 -6.35121 1.26029  -0.06
C3 0.51301 2.50426 -0.91321  0.16
C4 0.49688 3.47981 0.25120  -0.18
C5 0.98735 0.97362 -3.24475  -0.02
C6 0.75849 -0.98804 -2.35361  0.01
C7 -1.67403 -6.31576 -0.04105  -0.24
C8 0.75915 1.20608 -0.76931  -0.20
C9 -0.19092 -3.14884 -1.48543  -0.20
C10 -0.00856 3.91698 2.61338  -0.31
C11 0.30017 -1.88372 -1.27126  -0.18
C12 -1.47309 1.59734 2.63860  -0.25
C13 -1.46380 -5.24478 -0.88811  -0.18
C14 -0.23123 -4.18152 0.73548  -0.17
C15 0.88439 0.32929 -1.98784  -0.07
C16 0.84296 2.29077 -3.34188  0.13
C17 -0.36611 -5.26109 1.66437  -0.25
C18 -0.64187 -4.16253 -0.55934  -0.08
C19 0.74743 5.08560 2.64423  -0.16
C20 -0.18109 3.13915 1.43429  0.34
C21 1.40747 5.43615 1.40277  -0.31
H1 -0.66890 1.22300 3.20158  0.18
H2 1.01253 2.70787 -4.26233  0.22
H3 -2.15476 0.75965 2.43176  0.21
H4 -1.92915 -5.23784 -1.89143  0.22
H5 -0.47814 3.77384 3.53499  0.23
H6 0.95632 0.83063 0.25328  0.23
H7 -0.37280 -3.53650 -2.53614  0.21
H8 -2.22494 -7.15720 -0.32152  0.22
H9 2.02968 6.24716 1.24336  0.22
H10 0.40446 4.07146 -2.40778  0.43
H11 0.34252 -5.29562 2.60215  0.24
H12 0.32811 -3.33560 1.09213  0.20
H13 0.27696 -1.46785 -0.27660  0.20
H14 -2.02256 2.36374 3.18288  0.18
H15 0.95197 5.72631 3.59328  0.24

Properties
gap between HOMO and LUMO = 7.2 eV
structure (SMILES) = COc1cccc(F)c1-c1cc2c(/C=C/c3ccc(Br)cc3)nnc-2c[nH]1
LUMO level = -0.09 eV
relative energy (zero: lowest compared OMol25 entry of this formula, charge and spin) = 45.3 kJ/mol